1.
ORCA calculation (wB97M-V/def2-TZVPD) on a 2-piece molecular cluster, C13H34BN5O2P overall in a non-equilibrium geometry.

Values from the calculation:
**Total charge**: +1
**HOMO**: -9.98 eV
**Frontier orbital gap**: 7.07 eV
**Spin multiplicity**: 1

```
56
Properties=species:S:1:pos:R:3:mulliken_charge:R:1
H 3.865 -4.416 -2.329 0.262
H -2.706 2.815 3.000 0.357
N -3.160 1.907 2.947 -0.332
B -5.667 2.014 2.106 0.638
H 4.501 -1.774 -5.862 0.366
H -0.784 -1.657 0.854 0.355
N -0.978 0.984 2.911 0.354
C -4.115 1.900 1.775 0.023
H -6.819 2.456 0.582 0.312
H 1.182 -3.318 -3.347 0.427
H -3.297 0.718 0.089 0.186
H -7.115 3.997 4.046 0.266
H 1.654 -3.214 -1.671 0.162
H 3.345 0.491 -1.952 0.317
O -6.531 1.697 1.082 -0.563
H -3.295 -0.755 2.602 0.289
C -3.767 0.552 1.055 -0.790
C 2.986 -1.649 -4.326 -0.698
H 2.020 1.243 3.139 0.435
C 1.558 1.851 1.096 -1.049
H 5.083 -2.280 -4.282 0.258
H 4.607 -2.293 -2.068 0.264
N -2.818 -0.128 1.966 -0.084
H 1.002 1.482 0.239 0.252
N 2.680 -1.952 -2.936 0.145
H 3.093 -0.565 -4.415 0.379
N -0.452 2.027 3.700 -0.774
C 2.053 -3.241 -2.691 -0.519
H -6.092 4.344 2.662 0.322
C -6.161 3.765 3.586 -0.696
H 4.698 0.038 -2.998 0.327
H 4.043 -3.345 -5.229 0.277
C 1.682 0.806 2.204 -0.586
H 3.313 -1.817 -0.985 0.503
H -1.101 2.298 4.426 0.321
C 4.192 -0.190 -2.061 -1.512
O -6.105 2.346 3.353 -0.473
H 3.093 -4.754 -3.881 0.230
H -0.699 0.000 0.280 0.255
H 2.438 0.066 1.921 0.489
H 2.380 -5.355 -2.396 0.429
C 4.222 -2.308 -4.952 -0.961
H 4.902 0.009 -1.257 0.443
H -3.843 2.694 1.078 0.259
H -5.338 4.062 4.232 0.247
H 2.101 -1.895 -4.917 0.364
H 1.103 2.778 1.446 0.310
C 2.905 -4.507 -2.838 -1.035
C 3.727 -1.636 -1.982 -0.423
H 0.782 -0.985 0.298 0.028
P 0.267 -0.289 2.522 -0.162
C -2.244 0.946 2.636 0.377
H 2.551 2.110 0.734 0.358
C -0.154 -0.776 0.814 -0.583
H -0.174 2.807 3.118 0.212
H -4.613 -0.104 0.877 0.444
```

2.
ORCA calculation (wB97M-V/def2-TZVPD) on C13H34N4O5P2Se2TeW as an isolated structure in a non-equilibrium geometry.

Values from the calculation:
**HOMO (spin up / spin down)**: -6.48 / -7.35 eV
**Frontier orbital gap (spin up / spin down)**: 6.33 / 6.90 eV
**Spin multiplicity**: 3
**Energy above the lowest of the compared OMol25 structures with the same formula, charge and spin**: 0.00 kJ/mol

```
62
Properties=species:S:1:pos:R:3:mulliken_charge:R:1
H 0.857 1.412 -2.157 0.273
H -4.452 -0.432 1.477 0.591
H -1.505 3.396 0.027 0.355
H -4.810 0.677 -2.619 0.376
C 1.242 2.085 -1.388 -1.287
H 3.428 0.269 0.885 -0.116
C 2.729 4.026 0.829 -1.028
Se -2.474 1.066 1.431 -0.165
H 1.457 3.047 -1.866 0.390
H 2.673 1.409 2.918 0.319
N 2.383 2.669 1.255 0.290
W -0.424 -0.332 0.689 1.053
C -0.824 3.162 -0.787 -1.354
H 0.037 -3.604 -0.963 0.295
H 3.552 -4.260 -1.757 0.333
O 0.506 -2.186 0.957 -0.349
C -3.454 -1.174 -1.121 -1.442
Se -1.536 -0.722 -1.420 -0.289
N 3.145 -1.794 1.140 0.622
H 2.309 4.798 1.490 0.390
H 4.589 -3.314 1.408 0.356
O -3.384 1.884 -1.705 -0.399
H -2.622 1.304 -1.839 0.172
H 2.912 -3.796 1.727 0.320
O -5.839 -1.883 0.203 -0.515
C 3.332 -3.207 -1.571 -0.967
C 3.630 -2.983 1.821 -1.111
C -4.540 1.075 -1.630 -1.208
H -6.071 -1.044 -1.682 0.471
P 0.657 2.495 1.349 -0.298
H -1.406 2.694 -1.583 0.497
H -3.796 -1.539 -2.093 0.452
N 2.071 -3.100 -0.854 0.390
O 1.502 -0.484 -0.350 -0.209
Te -1.813 -1.622 2.556 -0.227
H 3.815 4.133 0.834 0.388
C -5.827 -0.752 -0.653 -1.424
C -4.433 -0.095 -0.641 2.194
H 0.766 -3.181 -2.522 0.314
C 0.937 -3.685 -1.566 -1.000
H -5.348 1.742 -1.314 0.389
C 3.939 -0.587 1.323 -0.598
H -4.866 1.215 1.003 0.495
H 4.143 -2.781 -0.981 0.277
H -3.488 -2.012 -0.427 0.546
P 1.819 -1.868 0.198 -0.098
H 1.144 -4.740 -1.754 0.337
H -6.566 -0.010 -0.325 0.455
H 2.746 3.138 3.314 0.384
C 2.999 2.382 2.556 -1.184
O 0.554 0.965 1.838 -0.454
H 3.289 -2.687 -2.533 0.291
H 4.085 2.368 2.442 0.367
H 2.380 4.215 -0.184 0.224
H -6.714 -2.281 0.181 0.330
H 2.158 1.669 -0.985 0.279
H 4.924 -0.701 0.858 0.259
H -0.403 4.098 -1.173 0.321
C -4.199 0.375 0.794 -1.500
H 4.083 -0.398 2.389 0.307
H 3.765 -2.770 2.883 0.356
N 0.239 2.258 -0.333 0.762
```

3.
ORCA calculation (wB97M-V/def2-TZVPD) on C13H34N6OP2Ru as an isolated structure in a non-equilibrium geometry.

Values from the calculation:
**Total charge**: +3
**HOMO (spin up / spin down)**: -17.96 / -17.86 eV
**Frontier orbital gap (spin up / spin down)**: 7.48 / 7.14 eV
**Spin multiplicity**: 2
**Energy above the lowest of the compared OMol25 structures with the same formula, charge and spin**: 114.51 kJ/mol

```
57
Properties=species:S:1:pos:R:3:mulliken_charge:R:1
H -2.895 0.482 -1.943 0.372
H -1.929 -1.657 -2.484 0.307
N 0.268 0.215 2.166 -0.170
H 2.610 0.337 -0.649 0.041
C -2.980 0.836 -0.913 -1.138
H -4.053 -0.873 -0.146 0.582
C 2.281 0.097 5.239 -1.085
H -1.351 -3.179 -1.786 0.434
P -1.732 -1.516 -0.076 1.213
Ru 0.050 0.118 0.024 0.013
H -1.964 -2.309 2.199 0.363
H -0.024 0.981 5.905 0.395
C -2.042 -2.347 -1.650 -1.314
H 0.903 1.026 -4.907 0.318
H -2.751 3.780 0.021 0.439
H -1.197 3.754 0.877 0.427
H 3.175 -1.600 -4.825 0.347
H -0.690 2.004 -2.840 0.164
H 3.294 0.063 3.239 0.158
H -0.494 3.535 -1.966 0.456
P -1.496 1.854 -0.570 1.281
C 0.405 0.058 -4.831 -0.884
N 1.272 -0.914 -4.166 0.133
N 4.311 0.365 1.096 -0.349
N 2.154 0.210 0.248 -0.337
H 2.003 -1.743 -2.468 0.578
H 4.943 0.477 1.873 0.192
C 2.118 -1.805 -4.982 -0.843
H -2.106 3.050 -2.537 0.491
C -0.172 0.527 4.930 -1.125
H 4.726 0.406 0.179 0.222
H -1.408 -3.586 1.107 0.419
C -2.085 -2.736 1.205 -1.195
H 1.893 -1.647 -6.031 0.305
H -2.529 2.726 1.443 0.398
H 0.172 -0.286 -5.833 0.418
C -1.158 2.688 -2.134 -1.212
C -3.126 -0.330 0.054 -1.082
H 1.926 -2.848 -4.738 0.367
H 2.981 0.933 5.156 0.397
H 1.918 0.087 6.261 0.338
C 1.303 -0.997 -2.862 -0.283
N 1.136 0.253 4.332 0.117
C 2.994 0.237 1.253 0.637
O 0.603 -0.297 -2.087 -0.560
H -0.516 0.179 -4.265 0.215
C -2.046 3.147 0.562 -1.250
H -3.062 -2.737 -1.629 0.454
H -0.739 1.236 4.328 0.450
H 2.802 -0.847 5.074 0.447
H -3.111 -3.085 1.078 0.444
H -0.631 0.248 2.624 -0.150
H -3.176 0.018 1.089 0.333
H -3.863 1.478 -0.858 0.546
N 2.569 0.125 2.541 -0.092
H -0.753 -0.387 5.065 0.341
C 1.272 0.198 3.008 0.515
```

4.
ORCA calculation (wB97M-V/def2-TZVPD) on a 7-piece molecular cluster, C13H34O13 overall in a non-equilibrium geometry.

Values from the calculation:
**Total charge**: +1
**HOMO (spin up / spin down)**: -13.06 / -13.04 eV
**Frontier orbital gap (spin up / spin down)**: 10.50 / 2.73 eV
**Spin multiplicity**: 2

```
60
Properties=species:S:1:pos:R:3:mulliken_charge:R:1
H 0.994 -1.330 0.030 0.290
C -0.550 3.793 -1.642 -0.126
C 0.609 0.488 -0.342 -0.311
C 0.478 4.104 2.545 0.075
C -1.617 -4.883 0.160 0.783
H -0.099 -0.040 -0.981 0.355
H 5.063 -3.038 -2.246 0.298
H -1.628 1.770 2.128 0.049
H 0.790 0.689 -3.124 -0.181
H -0.502 -2.956 -2.298 0.216
C 4.772 -3.950 -1.724 -0.659
O 3.372 -3.934 -1.536 -0.262
H -0.780 6.045 7.152 0.288
H -0.337 5.469 -2.439 0.366
H 0.233 -1.978 -3.505 0.197
H 0.454 -3.218 1.629 0.122
O 1.392 -3.235 -2.070 -0.054
C 1.319 0.764 -4.074 -0.174
H 1.406 0.950 -0.926 0.342
H -0.769 -4.111 2.474 0.346
H -3.717 -5.621 -1.366 0.307
H 1.269 -0.208 -4.564 0.270
H -0.266 3.353 2.279 -0.326
H 5.246 -4.142 -0.761 0.225
O -3.167 2.061 0.842 -0.360
O -1.645 -5.517 -1.012 -0.306
C -2.530 1.279 1.763 -0.356
C -2.795 -5.237 -1.804 -0.710
O -0.777 4.652 -2.685 -0.452
O -0.561 3.552 5.062 -0.577
H -3.231 1.095 2.577 0.364
H 0.086 2.939 -1.874 0.061
H -3.000 -4.167 -1.777 0.308
H -1.530 3.491 -1.272 0.237
H 0.735 1.491 -4.638 0.362
C 0.015 -4.211 1.723 -0.607
O 2.645 1.251 -3.766 -0.457
C -0.613 4.701 4.638 0.791
H -2.539 -5.535 -2.820 0.258
H 0.060 4.213 -0.843 0.139
H -2.386 6.489 6.584 0.236
H 0.809 4.571 1.618 0.165
H 2.525 2.053 -3.251 0.308
C 2.577 -3.636 -2.575 0.605
O -1.205 5.730 5.167 -0.313
O -2.525 -4.407 0.684 -0.498
H 5.070 -4.772 -2.376 0.298
O -0.130 5.028 3.378 -0.322
H -3.647 2.738 1.326 0.353
O -0.352 -4.881 0.532 -0.257
O 2.960 -3.573 -3.764 -0.580
H 0.853 -4.798 2.098 0.285
C -1.601 5.737 6.504 -0.641
H -2.241 0.360 1.254 0.193
O 1.184 -0.476 0.424 -0.391
H 1.301 3.614 3.066 0.356
H -2.051 4.790 6.800 0.331
H 0.155 -3.660 -3.733 0.377
C 0.360 -2.916 -2.964 -0.673
H 0.058 1.163 0.313 0.039
```

- Which of these has the highest spin multiplicity?
  C13H34N4O5P2Se2TeW

- Which of these has the highest spin multiplicity?
  C13H34N4O5P2Se2TeW

- Which of these has the lowest spin multiplicity?
  C13H34BN5O2P